(1)
ORCA calculation (ωB97M-V/def2-TZVPD) on a structure of composition C40H94BaN6O24Sr in a non-equilibrium geometry.

Last column: Löwdin charge in e.
CARTESIAN COORDINATES (ANGSTROEM)
H  -5.91369  -1.61352  11.74599  0.090
H  -3.98686  1.25039  -1.47381  0.089
H  -2.44152  2.37706  1.79525  0.080
N  5.69294  -0.08847  2.18863  -0.032
H  -3.86635  -1.86680  5.46164  0.110
C  0.29640  2.12937  -8.71284  -0.203
H  4.74557  0.89716  -2.69471  0.075
C  -1.99093  -2.79459  -0.47160  -0.897
O  -5.69971  -0.59625  9.92766  -0.181
H  0.40686  -1.23679  1.90508  0.071
H  2.92063  -3.00555  -0.03119  0.101
H  2.19602  1.51396  -5.29133  0.114
H  5.49149  1.95515  -1.46740  0.084
N  -1.30536  2.19305  -6.73823  -0.025
C  -6.21284  7.86874  0.95641  -0.278
H  -4.06420  2.36771  -4.67425  0.124
O  2.18271  2.75757  0.70665  -0.104
O  -4.82465  7.96126  0.60585  -0.187
H  -2.64874  -4.10279  -1.07483  0.103
H  4.53376  1.29670  0.20002  0.112
C  -4.40509  9.37482  0.59210  -0.081
H  1.03026  2.25559  -7.91684  0.109
Sr  -0.37334  -0.42701  -1.38575  1.579
H  -0.57175  -2.29921  -5.34959  0.120
N  1.63266  -1.41157  -2.67380  -0.132
H  2.03104  -0.65007  -3.20438  0.069
O  -2.82597  -3.76484  -0.19393  0.156
H  -2.72351  -1.89713  -3.74572  0.098
O  0.65385  2.63740  -4.57026  -0.020
C  -6.22178  4.08836  0.99320  -0.201
H  -4.29318  5.47098  -6.18023  0.072
H  3.11965  -7.59982  -1.09553  0.098
O  -2.34421  1.17045  -1.58297  -0.143
H  -0.26118  -5.25000  -1.80331  0.076
H  -3.52727  4.61073  -7.37192  0.080
H  6.35337  -2.88934  2.40900  0.060
C  2.14329  -7.37491  -0.66631  -0.145
H  1.67426  -2.81533  -4.33064  0.113
H  2.90335  -7.71619  1.32842  0.104
O  -1.82066  -1.63549  5.26165  -0.222
C  0.01709  -1.62974  -4.72256  -0.140
H  -3.26519  -2.05817  8.24503  0.095
H  3.58370  0.01121  -0.46379  0.100
N  -5.95048  5.50676  1.31901  -0.026
H  -6.82249  8.70987  0.62636  0.123
H  0.33724  -5.29661  -0.14377  0.059
C  -2.96150  -1.26908  7.55713  -0.156
H  -1.76964  2.24425  -8.75068  0.115
H  -6.00638  3.84007  -0.04605  0.109
O  5.94818  -4.83121  2.08329  -0.187
H  7.76940  -3.86721  2.00656  0.090
C  4.78210  -0.67998  1.16173  -0.160
H  8.88815  0.66994  1.89338  0.115
H  -7.43569  -1.27080  10.77027  0.089
H  0.22554  3.12848  -9.14281  0.117
C  -6.44762  -0.93295  11.08279  -0.091
O  0.81637  1.60693  -2.72651  -0.191
H  1.38329  0.41735  1.96412  0.077
O  -1.30624  -2.79623  -1.49961  -0.117
H  1.90042  -2.07511  1.95722  0.081
H  1.53064  2.45878  -11.32995  0.074
O  -4.11989  3.36255  1.87537  -0.167
C  -3.06264  2.56708  -5.05534  -0.172
N  3.45447  -5.79170  0.95859  -0.062
O  1.45116  -6.36053  -1.45322  -0.232
O  -2.13710  3.18006  -0.86411  -0.158
C  2.03866  -2.73046  -0.60958  -0.152
H  5.52957  -4.02677  0.26552  0.114
O  5.72999  0.02724  -0.93111  -0.197
H  -6.72306  6.49034  -0.49833  0.125
O  -1.87748  -1.81244  0.27910  -0.080
C  -1.03728  1.73574  -8.12365  -0.198
O  2.08696  0.96399  -4.51208  0.089
H  -3.47252  2.01196  -6.96787  0.117
H  10.06250  -2.44071  3.66963  0.078
H  3.60879  -5.66868  1.94912  0.106
H  -0.61402  1.76338  -6.14030  0.078
C  -3.36147  2.31001  2.37602  -0.150
C  0.93885  -2.06892  1.44394  -0.043
H  -2.87966  -2.98256  6.31092  0.100
H  3.79403  -0.77709  1.61161  0.090
C  -2.84241  2.28113  -1.29893  -0.841
C  9.72559  -1.40447  3.69802  -0.094
H  -4.79934  9.88554  -0.28644  0.079
C  0.12933  -5.90466  -1.02420  -0.079
H  -4.90174  -0.72343  7.69882  0.102
H  1.80764  0.75708  -11.33373  0.085
H  3.52458  -1.56193  -1.89976  0.103
C  8.17687  0.21260  2.58115  -0.207
Ba  0.45979  4.08286  -1.16821  1.964
C  -2.13770  -0.77514  4.09341  -0.048
H  -4.28962  0.61217  10.96253  0.111
H  -2.84827  0.77499  9.10587  0.116
H  10.61830  -0.79942  3.53965  0.081
C  -6.72413  6.56798  0.58890  -0.226
H  -4.83204  3.96430  -6.35408  0.080
C  2.66948  -2.23379  -1.97413  -0.108
H  -4.50463  1.48347  8.82675  0.113
H  6.70058  -5.41142  0.21024  0.125
H  2.62696  1.92270  -10.11329  0.080
C  1.82217  1.64441  0.95942  -0.949
H  1.56973  -6.55367  1.34080  0.105
H  8.12586  0.79513  3.50102  0.125
H  -2.41557  0.22334  4.43093  0.075
C  -2.27928  -1.14045  -4.39240  -0.067
C  4.78829  -6.05584  0.44528  -0.222
H  0.53826  -3.07224  -3.05741  0.102
H  -5.62600  2.07570  1.38801  0.114
C  -3.90358  0.57861  8.91655  -0.206
H  -5.91473  2.93946  2.88217  0.119
H  -6.21068  7.93716  2.04426  0.121
H  7.09923  -3.98641  3.60957  0.095
H  4.69640  -6.23858  -0.62536  0.114
O  -3.01415  4.01703  -5.28779  -0.187
H  1.47415  -3.66274  -0.62641  0.093
H  -7.79350  6.51524  0.79328  0.115
N  -4.01274  -0.24777  7.75817  -0.089
H  -2.76297  -0.17468  -4.24603  0.069
C  6.83101  -3.85725  2.56101  -0.096
H  9.41634  -1.30669  4.73865  0.079
O  -0.92984  -0.86848  -3.92291  -0.298
H  -3.58078  1.26998  2.13449  0.085
H  6.93500  1.15439  1.01633  0.119
H  1.47751  -8.23656  -0.71527  0.112
O  2.11198  1.02961  2.08961  0.141
H  0.61301  -3.10081  1.57486  0.104
C  2.48046  -6.84963  0.82014  -0.193
O  0.92557  1.10676  0.31117  -0.124
O  -4.17262  2.18827  -1.38738  0.124
C  7.00512  0.26099  1.63682  -0.225
C  1.16745  1.73324  -3.90055  -0.870
C  -3.87157  4.47960  -6.34608  -0.133
H  -2.88684  -1.34416  3.54287  0.086
H  -4.77549  9.88161  1.48320  0.078
H  -0.53331  -6.71625  -0.72366  0.090
C  -2.97082  -1.92107  6.08066  -0.187
H  -2.65187  0.75818  -6.12980  0.085
H  -2.36162  2.50212  -4.22321  0.113
H  -1.93291  -1.04692  7.84127  0.117
C  -5.53400  3.05054  1.86688  -0.188
H  5.18978  -6.98864  0.84125  0.120
H  -6.66627  -0.00283  11.60736  0.084
C  -4.42765  -0.14930  10.19493  -0.278
C  1.73992  1.61798  -10.66862  -0.090
H  -6.39344  5.59019  2.22284  0.099
H  -3.31520  9.38189  0.57850  0.078
H  2.97501  -3.02334  -2.66070  0.116
H  5.72321  -0.87265  2.82443  0.084
O  0.66772  1.19611  -9.77003  -0.203
H  7.36051  -0.37121  0.82311  0.112
O  8.59811  -1.13251  2.84143  -0.208
C  0.97106  -2.29163  -3.68306  -0.176
H  0.53722  -0.93258  -5.37947  0.113
O  1.22889  -1.73313  0.04784  -0.331
C  5.57749  1.00754  -1.99912  -0.078
C  5.82368  -4.98383  0.69636  -0.222
C  -2.62770  1.83414  -6.30247  -0.231
C  4.58138  0.24826  -0.09427  -0.209
H  -3.72047  -0.87594  10.59490  0.115
H  -1.23580  0.67046  -8.24144  0.114
H  6.45192  0.92264  -2.64431  0.086
H  5.22660  -1.64043  0.90086  0.096
H  -3.11971  2.24771  3.43704  0.075
H  -2.41075  -1.20135  -5.47273  0.085
H  -7.30457  3.96334  0.99853  0.107
H  -1.24421  -0.75220  3.46952  0.066

Summary:
Multiplicity ... 1
Electronic energy ... -3770.8214 Ha

(2)
ORCA calculation (ωB97M-V/def2-TZVPD) on a cluster of 2 separate species, C3H9NO3 in total in a non-equilibrium geometry.

Last column: natural (NBO) charge in e.
CARTESIAN COORDINATES (ANGSTROEM)
H  1.47039  2.76486  1.24011  0.224
H  0.44935  -0.01614  -1.31094  0.224
H  1.64075  0.87926  1.06560  0.191
H  2.31922  -4.04960  0.74347  0.469
O  1.44432  -4.09380  1.20492  -0.934
O  -2.43140  1.14820  -0.02008  -0.611
H  -0.52737  0.98664  -2.30521  0.232
C  -1.65159  0.45175  -0.61953  0.766
H  -2.80112  -0.81070  -0.47506  0.484
H  -0.11972  2.58111  -0.44364  0.357
H  0.89317  -4.57783  0.63878  0.465
H  0.26157  1.27737  1.73617  0.183
N  0.36024  1.75129  -0.35542  -0.648
C  -0.26393  0.79259  -1.21776  -0.321
O  -1.97543  -0.80893  -0.88392  -0.666
C  0.93152  1.72392  1.00251  -0.414

Summary:
Multiplicity ... 1
SMILES ... CNCC(=O)O.O
ΔE to the lowest compared entry with this formula, charge and spin ... 236.58 kJ/mol
Electronic energy ... -400.1314 Ha

(3)
ORCA calculation (ωB97M-V/def2-TZVPD) on a structure of composition C25H50Br2F2GaN2O17S5 in a non-equilibrium geometry.

Last column: Löwdin charge in e.
CARTESIAN COORDINATES (ANGSTROEM)
H  -0.68837  1.08131  -2.85706  0.067
Br  -0.96303  -1.54233  4.84690  0.505
C  -7.97468  -1.06581  1.99230  -0.125
C  -7.42899  0.86449  4.13055  -0.050
H  2.57036  3.38304  6.99807  0.118
O  -1.17416  -1.11671  -4.09466  -0.300
S  2.66338  0.60171  6.58313  0.629
N  -9.43051  -1.12848  2.30981  -0.055
O  -4.37375  3.10673  3.96321  -0.018
H  6.23196  -0.10070  -0.46374  0.067
H  -3.14774  -3.08293  -4.74873  0.078
H  10.33566  -0.11362  -2.87459  0.116
H  -6.70166  1.54138  4.74722  0.081
H  -9.59791  1.35802  5.28792  0.072
H  -1.73633  -1.23262  2.38354  0.095
H  3.73429  3.47819  8.31876  0.122
O  -7.10752  -2.88256  -9.63110  -0.292
H  -4.55569  -2.12130  -4.20418  0.076
Br  -3.97386  -3.01374  3.25395  0.472
S  10.82710  -1.52896  -0.49302  0.622
H  4.35719  -0.93267  7.19522  0.079
C  -4.98571  -0.44803  -9.80081  -0.277
H  12.36762  -0.54081  -4.31974  0.080
H  12.52819  -2.15508  -3.58191  0.085
S  -2.48994  -1.20730  -3.49422  0.621
H  10.27850  -3.76762  0.04121  0.075
H  -5.90298  -0.65841  -11.74718  0.085
C  10.69168  -1.12880  -3.08394  -0.278
H  0.98624  2.14319  8.50676  0.072
O  1.66420  -0.06891  7.39055  -0.287
H  -2.88130  0.87594  -1.64393  0.111
H  -4.86631  -0.89460  0.86652  -0.007
H  1.46546  3.67030  9.25561  0.080
H  8.88112  -2.65387  0.25165  0.076
O  3.51446  1.61275  7.53777  -0.263
O  -4.23432  2.96276  -0.30968  0.007
F  -6.24373  1.50629  -0.07933  -0.028
C  -7.99847  -1.57938  -7.54661  -0.121
C  -9.89008  -0.25861  3.43003  -0.167
H  -2.34904  1.45288  4.10934  0.081
C  -3.54913  -2.07459  -4.62302  -0.128
H  -4.02202  -0.85465  4.72357  0.064
C  3.40153  0.46043  3.13293  -0.142
F  -6.21789  3.51566  2.42093  -0.037
O  12.24719  -1.76007  -0.31993  -0.293
C  -6.99313  -0.09057  2.84562  -0.172
H  -0.55820  1.01877  3.56250  0.063
C  6.35221  0.98483  -0.51101  -0.077
O  4.29248  -0.84275  1.04844  -0.288
H  3.53872  -1.37983  5.67109  0.083
Ga  -4.97580  -0.05440  2.25949  0.300
H  3.75147  1.10064  3.94439  0.049
O  5.18313  1.43901  1.57132  -0.263
C  12.17160  -1.13267  -3.42076  -0.081
O  10.40094  -1.99519  -1.99599  -0.266
H  2.19614  2.13393  9.78640  0.085
C  -1.70785  0.85652  3.32745  -0.185
H  -8.71492  -1.05317  -8.17989  0.075
O  2.32411  1.28718  5.35543  -0.315
C  1.83380  2.69637  8.91991  -0.078
O  -2.69166  -1.74022  -2.16475  -0.282
H  -4.16025  -0.87386  -9.21902  0.117
H  -7.64853  -0.93916  -6.73516  0.077
H  2.68508  0.98664  2.49966  0.090
C  -2.12162  -0.73092  3.37673  -0.776
H  10.20303  -2.68150  1.45805  0.079
C  2.93638  2.86194  7.89008  -0.278
H  -4.13056  -0.84440  -11.74846  0.080
O  -5.55690  -2.53667  -7.65827  -0.289
H  -8.45800  -2.48334  -7.13998  0.079
O  -3.21302  0.25026  -3.59713  -0.266
N  -4.43848  1.76502  1.81521  0.009
S  4.78918  -0.03546  2.14460  0.633
H  10.12872  -1.49586  -3.94911  0.124
S  -6.61082  -2.07527  -8.53494  0.625
H  -7.53071  -1.69627  1.11233  0.095
H  -3.58681  2.05889  -2.74433  0.116
H  2.94200  -0.44354  3.53956  0.077
O  -6.21687  -0.60080  -9.10822  -0.266
O  10.21745  -0.24897  -0.20641  -0.291
C  -5.04779  -1.05497  -11.19056  -0.081
H  -3.54750  -1.55375  -5.58217  0.064
H  6.60392  2.66707  0.78944  0.123
C  9.95374  -2.78927  0.39979  -0.119
C  -2.84077  1.26013  -2.66957  -0.283
H  7.26944  1.19541  -1.06891  0.075
C  -4.96969  2.11435  0.41354  -0.248
C  -4.95709  2.78422  2.80620  -0.271
C  -9.07148  0.73929  4.42360  -0.069
H  -1.86674  1.30238  2.23422  0.087
C  -1.47155  1.83281  -2.98724  -0.075
H  12.76402  -0.70830  -2.60588  0.068
H  -5.16804  -2.14050  -11.14329  0.068
H  -4.79608  0.62727  -9.89011  0.124
H  -1.42630  2.17076  -4.02752  0.081
H  4.74642  -0.05882  5.67130  0.065
C  3.96539  -0.55635  6.24858  -0.115
H  7.23975  1.16594  1.46052  0.115
O  5.84310  -0.49686  3.02128  -0.301
C  -3.72093  -1.01869  3.59779  -0.737
H  5.49702  1.38140  -1.06763  0.086
C  6.41429  1.59178  0.87874  -0.276
H  -1.23951  2.67480  -2.32837  0.081
H  -11.06690  -0.29723  3.64126  0.085

Summary:
Multiplicity ... 1
Net charge ... -1
Electronic energy ... -11634.3175 Ha